99
Properties=species:S:1:pos:R:3:lowdin_charge:R:1 method="wB97M-V/def2-TZVPD" e_tot_ha=-2624.612769 orbital_gap_ev=9.45 smiles="CC(=O)N(C)[C@@](CCCCS(=O)(=O)O)(C[C@H]1CO1)OC[C@H](C[C@H](C)OCc1ccccc1)OCN=C=O.c1ccccc1.c1ccccc1" total_charge=0
C 1.6915 0.6116 4.0228 0.021
C 0.9750 0.1389 2.7867 -0.472
O 0.2199 0.8534 2.1886 0.128
N 1.2416 -1.2185 2.4027 -0.052
C 0.1868 -2.1283 2.8693 -0.032
C 1.7968 -1.3900 1.0532 -0.437
C 3.2222 -0.7564 1.0358 -0.069
C 3.2820 0.6901 0.5325 -0.175
C 3.6912 0.7888 -0.9433 -0.186
C 5.2123 0.9836 -1.1091 -0.222
S 5.7730 2.6316 -0.9132 0.579
O 5.5832 3.0290 0.4552 -0.283
O 7.1297 2.7176 -1.3695 -0.293
O 4.8297 3.5281 -1.8185 -0.143
C 1.9542 -2.8778 0.7334 -0.061
C 2.8803 -3.5877 1.7332 -0.345
C 3.2287 -4.9761 1.3887 0.004
O 4.1773 -3.7825 1.2944 -0.067
O 1.1076 -0.6989 0.0270 -0.056
C -0.2319 -1.0499 -0.2204 -0.158
C -0.6148 -0.5141 -1.5804 -0.250
C -2.1371 -0.4356 -1.8457 -0.043
C -3.0960 -1.1244 -0.8710 -0.358
C -3.4965 -2.5456 -1.2869 -0.011
O -4.2914 -0.3201 -0.8549 -0.125
C -4.7601 0.0001 0.4344 -0.176
C -5.7646 1.1156 0.3467 -0.202
C -5.4483 2.2694 -0.3537 -0.030
C -6.3445 3.3153 -0.4062 -0.079
C -7.5606 3.2146 0.2457 -0.095
C -7.8872 2.0630 0.9287 -0.083
C -6.9849 1.0148 0.9826 -0.046
O 0.0650 -1.1644 -2.6656 -0.069
C -0.1796 -2.5114 -2.8190 -0.205
N 1.0676 -3.2940 -2.4958 0.162
C 0.8859 -4.3901 -2.0014 -0.346
O 0.7065 -5.4377 -1.5040 0.160
H 1.0051 1.2388 4.5846 0.087
H 2.0360 -0.2283 4.6143 0.083
H 2.5269 1.2362 3.7101 0.093
H -0.4012 -2.5650 2.0666 0.077
H 0.6086 -2.9485 3.4521 0.084
H -0.4826 -1.5918 3.5379 0.100
H 3.5982 -0.8007 2.0551 0.125
H 3.8710 -1.3786 0.4243 0.119
H 2.3732 1.2504 0.7198 0.109
H 4.0529 1.1990 1.1116 0.098
H 3.1871 1.6286 -1.4151 0.108
H 3.4440 -0.1264 -1.4744 0.117
H 5.7168 0.4750 -0.2889 0.119
H 5.5982 0.5962 -2.0463 0.112
H 5.1449 4.4375 -1.6824 0.099
H 1.0023 -3.4059 0.7616 0.108
H 2.4386 -2.9695 -0.2327 0.126
H 2.7246 -3.3727 2.7892 0.140
H 3.8203 -5.5930 2.0479 0.107
H 3.1307 -5.3272 0.3714 0.103
H -0.4343 -2.1204 -0.1152 0.119
H -0.8618 -0.5360 0.5094 0.119
H -0.2087 0.4933 -1.6149 0.158
H -2.4310 0.6083 -1.9055 0.123
H -2.3166 -0.8473 -2.8368 0.123
H -2.7285 -1.1634 0.1525 0.119
H -4.5208 -2.7150 -0.9666 0.064
H -2.8933 -3.2776 -0.7467 0.079
H -3.3996 -2.7004 -2.3565 0.081
H -3.9417 0.3286 1.0842 0.137
H -5.2409 -0.8671 0.8990 0.101
H -4.4938 2.3301 -0.8547 0.113
H -6.0771 4.2158 -0.9379 0.103
H -8.2571 4.0392 0.2154 0.101
H -8.8361 1.9649 1.4338 0.103
H -7.2384 0.1145 1.5247 0.109
H -0.4002 -2.7084 -3.8648 0.135
H -0.9889 -2.8642 -2.1807 0.108
C 9.0082 8.3712 -1.6504 -0.102
C 9.3354 7.7892 -0.4328 -0.099
C 8.9524 6.4836 -0.1607 -0.087
C 8.2485 5.7513 -1.1074 -0.087
C 7.9245 6.3358 -2.3252 -0.096
C 8.3001 7.6449 -2.5969 -0.101
H 9.3054 9.3905 -1.8611 0.098
H 9.8893 8.3554 0.3050 0.099
H 9.2026 6.0332 0.7912 0.102
H 7.9414 4.7358 -0.9107 0.066
H 7.3793 5.7652 -3.0683 0.099
H 8.0436 8.0974 -3.5463 0.098
C -7.3547 -4.5377 1.2949 -0.094
C -8.5538 -4.9778 0.7532 -0.096
C -9.1811 -4.2356 -0.2377 -0.094
C -8.6064 -3.0570 -0.6920 -0.086
C -7.4055 -2.6166 -0.1532 -0.097
C -6.7821 -3.3566 0.8429 -0.105
H -6.8663 -5.1148 2.0695 0.100
H -8.9999 -5.8994 1.1037 0.100
H -10.1189 -4.5766 -0.6567 0.101
H -9.0938 -2.4802 -1.4672 0.103
H -6.9586 -1.6970 -0.5122 0.092
H -5.8471 -3.0149 1.2701 0.089

87
Properties=species:S:1:pos:R:3:lowdin_charge:R:1 method="wB97M-V/def2-TZVPD" e_tot_ha=-10932.492076 orbital_gap_ev=6.16 total_charge=-2
Sr 0.4413 0.0242 -1.1473 1.445
C -0.2586 -1.4171 -5.3970 -0.021
C -0.1254 -1.7302 -3.9360 -0.337
N 0.9754 -1.6390 -3.2735 -0.061
O 2.0238 -1.0330 -4.0370 -0.151
C -1.3518 -2.1071 -3.2341 -0.324
C -2.4960 -2.7181 -3.9858 -0.063
N -1.4343 -1.8269 -1.9559 -0.139
O -2.5141 -2.1483 -1.3316 -0.193
H 0.7033 -1.2533 -5.8687 0.069
H -0.8659 -0.5121 -5.4844 0.098
H -0.7880 -2.2279 -5.9004 0.069
H 1.7640 -0.0924 -4.0374 0.068
H -2.1800 -3.5518 -4.6208 0.067
H -2.9970 -1.9913 -4.6360 0.077
H -3.2193 -3.0767 -3.2550 0.054
O -1.2398 2.8080 -3.6322 0.010
C -0.2698 2.2483 -3.1217 -0.604
O 0.0835 1.0265 -3.2592 -0.215
C 0.6307 3.0295 -2.1019 -0.575
O 0.9387 4.2112 -2.3369 -0.005
O 0.9846 2.3380 -1.0897 -0.207
S 2.1150 -5.0667 2.3430 1.075
C 2.2854 -6.3082 3.4951 -0.427
C 1.1834 -6.4122 4.2925 -0.204
C 0.1867 -5.4636 3.9511 -0.136
C 0.5489 -4.6579 2.9017 -0.461
C -0.2454 -3.5720 2.3008 -0.175
C 0.3329 -2.5982 1.4591 -0.068
N -0.3310 -1.5844 0.9418 0.093
C -1.6369 -1.4503 1.2375 -0.159
C -2.3150 -2.3776 2.0387 -0.133
C -3.7215 -2.2374 2.2914 -0.027
C -4.4119 -1.2019 1.7877 -0.028
C -3.7492 -0.1994 1.0010 -0.137
C -4.4499 0.8815 0.4564 0.028
C -3.7913 1.8286 -0.2888 -0.187
C -2.4038 1.6696 -0.4425 -0.038
N -1.7295 0.6474 0.0340 0.047
C -2.3802 -0.3096 0.7241 -0.161
C -4.4420 2.9810 -0.9294 -0.484
C -4.0001 3.6692 -2.0260 -0.090
C -4.8771 4.7325 -2.3808 -0.180
C -5.9583 4.8293 -1.5595 -0.445
S -5.9137 3.6393 -0.3318 1.012
C -1.5875 -3.4508 2.5594 0.044
H 3.1932 -6.8917 3.5393 0.058
H 1.0919 -7.1283 5.0990 0.091
H -0.7516 -5.3605 4.4807 0.101
H 1.3927 -2.6421 1.2243 0.088
H -4.2125 -2.9917 2.8965 0.108
H -5.4764 -1.0983 1.9684 0.108
H -5.5225 0.9414 0.6140 0.109
H -1.8387 2.4361 -0.9630 0.118
H -3.0967 3.4130 -2.5764 0.096
H -4.7018 5.3904 -3.2213 0.101
H -6.7693 5.5406 -1.6082 0.052
H -2.1047 -4.1832 3.1698 0.116
Br 4.0143 -0.9480 -1.2852 0.677
C 4.0902 -2.6737 -0.4670 -1.035
Br 3.0745 -4.0197 -1.4238 0.557
H 3.7040 -2.5944 0.5405 -0.041
H 5.1220 -2.9911 -0.4733 -0.007
C 5.0314 1.7611 1.0784 -0.048
N 4.0715 2.7820 0.7035 -0.058
C 3.9199 3.3400 -0.5277 -0.773
Se 4.8387 2.8716 -2.0591 0.490
N 2.9275 4.2610 -0.4364 0.108
C 2.3850 4.2268 0.8381 -0.196
C 1.3001 4.8872 1.3917 -0.013
C 0.9950 4.6044 2.7164 -0.110
C 1.7442 3.6850 3.4548 -0.098
C 2.8234 3.0110 2.8948 0.004
C 3.1210 3.3081 1.5751 -0.154
H 5.6433 1.5487 0.2075 0.023
H 4.5083 0.8636 1.4005 0.064
H 5.6534 2.1305 1.8965 0.096
H 2.2871 4.4491 -1.2246 0.096
H 0.7012 5.5669 0.7992 0.112
H 0.1408 5.0860 3.1790 0.089
H 1.4548 3.4589 4.4749 0.093
H 3.3525 2.2358 3.4314 0.099
F 2.4315 -0.3254 1.6804 0.055
B 2.8686 -0.9152 2.9049 -1.233
F 3.5990 -2.1036 2.5977 0.047
F 3.7223 -0.0285 3.5941 0.087
F 1.7575 -1.2530 3.7007 0.105

40
Properties=species:S:1:pos:R:3:lowdin_charge:R:1 method="wB97M-V/def2-TZVPD" e_tot_ha=-26133.125153 orbital_gap_ev=9.56 smiles=BrCCBr.BrCCBr.BrCCBr.BrCCBr.BrCCBr total_charge=0
Br 0.4148 1.0029 7.1325 0.601
C -0.3896 1.0692 5.3458 -0.695
C 0.6425 0.6670 4.2450 -0.633
Br -0.3693 0.5947 2.5276 0.592
H -0.7773 2.0787 5.2094 0.052
H -1.1384 0.2772 5.3450 0.040
H 1.1119 -0.2921 4.4637 0.040
H 1.5121 1.3203 4.3175 0.060
Br -2.0059 1.8065 -2.8706 0.630
C -0.8287 0.4015 -2.0088 -0.649
C 0.3061 0.9177 -1.1705 -0.577
Br 1.3153 -0.7080 -0.4403 0.608
H -0.4133 -0.2629 -2.7665 0.058
H -1.5411 -0.1102 -1.3618 0.036
H 0.0030 1.5054 -0.3040 0.021
H 0.9883 1.4486 -1.8344 0.062
Br -2.4904 -2.2488 2.1501 0.611
C -1.5404 -3.1687 0.7454 -0.740
C -0.2357 -3.7188 1.2606 -0.637
Br 0.5120 -4.9084 -0.1911 0.553
H -1.6590 -2.4766 -0.0882 0.031
H -2.2181 -3.9532 0.4088 0.046
H -0.3949 -4.3956 2.1001 0.054
H 0.4841 -2.9525 1.5482 0.023
Br 4.3426 -1.7480 3.9140 0.528
C 3.8802 -1.1323 2.0372 -0.601
C 4.8233 -1.9795 1.0747 -0.650
Br 6.7741 -1.5445 1.2143 0.539
H 4.1236 -0.0752 1.9301 0.054
H 2.8142 -1.3064 1.8907 -0.020
H 4.6446 -1.7876 0.0167 0.029
H 4.8321 -3.0660 1.1623 0.040
Br -4.6708 2.9377 -7.6736 0.534
C -3.7973 2.8850 -5.8684 -0.674
C -2.7994 4.0717 -5.7072 -0.618
Br -3.8506 5.7979 -5.9334 0.525
H -3.4873 1.8752 -5.5994 0.027
H -4.6236 3.0450 -5.1757 0.037
H -1.9154 4.0360 -6.3438 0.060
H -2.3783 4.0970 -4.7022 0.001